DFT (ωB97M-V/def2-TZVPD) results for a cluster of 2 separate species, C3H4ClI in total.

```
9
Properties=species:S:1:pos:R:3:forces:R:3
C -0.454 0.236 -2.992 0.0573 -1.6470 1.1274
C -0.627 -1.004 -2.477 0.1040 2.1056 -0.6488
C -0.176 0.206 0.562 -0.8433 3.0722 -2.6163
Cl -1.598 1.055 -3.995 -0.4055 -0.0760 -0.2457
I -2.076 -2.437 -2.259 0.5838 0.6702 -0.2680
H 0.389 0.924 -2.786 -0.3319 -1.0317 0.0159
H -0.599 -0.728 0.567 -0.8177 -2.2118 0.5799
H -0.689 0.895 -0.186 0.2056 -0.6827 1.5013
H 0.854 0.334 0.402 1.4479 -0.1988 0.5544
```
Forces are in eV/Å.

Properties
maximum force: 4.1 eV Å⁻¹
Kohn-Sham gap (alpha / beta): 7.7 / 9.0 eV
ΔE to the lowest compared entry with this formula, charge and spin: 105.1 kcal per mole
HOMO energy (alpha / beta): -9.12 / -9.15 eV
LUMO level (alpha / beta): -1.4131 / -0.1260 eV


DFT (ωB97M-V/def2-TZVPD) results for a cluster of 2 separate species, C3H4ClN3 in total.

```
11
Properties=species:S:1:pos:R:3:forces:R:3
C -0.725 1.727 1.109 -0.0334 -2.2458 -2.4043
C -1.059 0.891 0.015 0.1849 1.7076 0.9229
C 0.861 -1.878 -1.127 -0.0074 1.0018 1.4310
N 0.523 1.389 1.441 0.2528 1.2951 2.2204
N 0.944 0.456 0.662 0.4334 0.0401 -1.2081
N 0.050 0.214 -0.245 0.5021 -2.2459 -0.8155
Cl 1.415 -2.100 0.401 0.5914 -0.6362 -0.7295
H -1.354 2.450 1.525 -0.3722 0.9255 0.9538
H -1.976 0.825 -0.508 -0.4529 -0.1595 -0.6217
H 1.484 -1.976 -2.012 0.3979 0.6422 0.3917
H -0.163 -1.998 -1.262 -1.4966 -0.3247 -0.1408
```
Forces are in eV/Å.

Properties
maximum force: 3.3 eV Å⁻¹
Kohn-Sham gap: 6.7 eV
ΔE to the lowest compared entry with this formula, charge and spin: 117.3 kcal per mole
HOMO energy: -8.72 eV
LUMO level: -2.0295 eV


DFT (ωB97M-V/def2-TZVPD) results for an isolated molecule of C3H4ClN3O.

```
12
Properties=species:S:1:pos:R:3:forces:R:3
C -0.486 -1.178 -0.538 1.7791 2.6462 1.6550
C -1.174 0.068 0.003 2.6934 0.0413 -1.3668
C -0.145 1.044 0.559 2.4310 -0.6311 -0.3928
N 0.747 -1.446 -0.512 0.4554 -1.3213 -0.8818
N 1.436 0.549 0.484 -3.0975 4.0299 2.3851
N 1.764 -0.474 -0.062 -2.1381 -1.0732 -1.2852
O 2.896 -0.744 -0.362 0.9614 -1.0842 -0.1981
Cl -0.002 2.618 -0.286 -0.4265 -0.5528 0.2475
H -1.095 -1.885 -0.967 -1.3176 -1.8508 -0.9046
H -1.832 0.409 -0.767 -0.3019 0.7056 -0.3978
H -1.727 -0.193 0.829 -1.6987 -0.9997 1.7198
H -0.383 1.233 1.619 0.6601 0.0900 -0.5803
```
Forces are in eV/Å.

Properties
maximum force: 5.6 eV Å⁻¹
Kohn-Sham gap: 10.1 eV
ΔE to the lowest compared entry with this formula, charge and spin: 121.4 kcal per mole
HOMO energy: -10.13 eV
LUMO level: -0.0145 eV


DFT (ωB97M-V/def2-TZVPD) results for an isolated molecule of C3H4ClNO.

```
10
Properties=species:S:1:pos:R:3:forces:R:3
C 0.227 1.323 -3.458 -0.0148 0.1194 -0.2275
C 0.248 -0.006 0.337 0.0384 0.1962 -0.0077
C -0.746 0.909 -0.280 0.3417 0.5304 0.0804
N 0.449 2.283 -2.795 0.6923 1.5537 0.3727
O 0.028 0.404 -4.151 -0.3219 -1.2886 -0.6472
Cl -0.324 2.335 -0.883 -0.5869 -1.2834 0.4674
H -0.160 -0.433 1.252 -0.0643 -0.0306 0.0644
H 0.477 -0.840 -0.330 -0.0077 -0.0163 -0.0836
H 1.169 0.520 0.570 0.0779 -0.0043 0.0249
H -1.718 0.519 -0.546 -0.1546 0.2235 -0.0439
```
Forces are in eV/Å.

Properties
maximum force: 1.7 eV Å⁻¹
Kohn-Sham gap (alpha / beta): 7.7 / 7.7 eV
ΔE to the lowest compared entry with this formula, charge and spin: 81.7 kcal per mole
HOMO energy (alpha / beta): -8.89 / -8.90 eV
LUMO level (alpha / beta): -1.2221 / -1.2182 eV